Computed, not measured: a structure of composition C39H47Ge2N4O2Se2SnTe, with ωB97M-V/def2-TZVPD.

## Properties
Molar mass: 1153.28 g/mol
HOMO: -10.194 eV
F_max: 0.37 eV Å⁻¹
Kohn-Sham gap: 6.57 eV
Net charge: +1

Atoms and positions in Å:
Sn (0.802, 2.158, 0.647)
C (0.340, 3.462, -3.564)
C (0.691, 2.149, -2.902)
O (1.513, 2.143, -1.996)
C (0.021, 0.914, -3.393)
C (-0.568, 0.917, -4.662)
C (-1.214, -0.193, -5.166)
C (-1.307, -1.334, -4.376)
C (-0.746, -1.360, -3.113)
C (-0.063, -0.252, -2.612)
O (0.478, -0.288, -1.369)
H (0.549, 4.269, -2.864)
H (-0.698, 3.506, -3.885)
H (0.975, 3.605, -4.441)
H (-0.501, 1.809, -5.271)
H (-1.648, -0.172, -6.156)
H (-1.826, -2.209, -4.747)
H (-0.815, -2.248, -2.496)
C (-3.717, -3.633, 0.278)
C (-3.481, -2.131, 0.104)
Ge (-1.797, -1.444, 0.854)
C (-1.556, -1.494, 2.806)
C (-2.466, -2.512, 3.495)
C (-0.431, -2.768, 0.371)
C (0.820, -2.943, -0.068)
Ge (1.805, -1.531, -1.022)
C (2.546, -1.705, -2.831)
C (3.854, -2.460, -3.075)
C (2.989, -0.558, 0.180)
C (4.188, -1.372, 0.685)
C (1.557, -4.217, 0.191)
C (1.052, -5.228, 1.016)
C (1.767, -6.390, 1.243)
C (3.019, -6.572, 0.669)
C (3.551, -5.572, -0.126)
C (2.824, -4.412, -0.353)
H (-4.652, -3.928, -0.201)
H (-3.784, -3.919, 1.326)
H (-2.920, -4.222, -0.180)
H (-4.313, -1.555, 0.516)
H (-3.434, -1.875, -0.958)
H (-1.701, -0.499, 3.214)
H (-0.504, -1.739, 2.955)
H (-3.522, -2.290, 3.334)
H (-2.290, -2.510, 4.572)
H (-2.284, -3.528, 3.140)
H (-0.858, -3.643, 0.872)
H (2.676, -0.649, -3.090)
H (1.761, -2.093, -3.479)
H (4.644, -2.163, -2.383)
H (4.217, -2.255, -4.083)
H (3.724, -3.538, -3.000)
H (2.387, -0.243, 1.033)
H (3.322, 0.331, -0.366)
H (3.869, -2.283, 1.191)
H (4.779, -0.793, 1.397)
H (4.853, -1.660, -0.130)
H (0.094, -5.112, 1.504)
H (1.350, -7.157, 1.883)
H (3.578, -7.480, 0.852)
H (4.532, -5.688, -0.569)
H (3.270, -3.642, -0.966)
Se (-0.596, 3.363, 3.036)
C (0.149, 1.743, 3.035)
N (0.688, 0.751, 2.705)
Se (3.703, 5.162, -1.163)
N (5.278, 4.613, -0.596)
C (5.051, 3.827, 0.441)
C (6.043, 3.161, 1.224)
C (5.609, 2.384, 2.244)
C (4.206, 2.230, 2.495)
N (3.262, 2.818, 1.822)
C (3.670, 3.645, 0.805)
N (2.784, 4.289, 0.068)
H (7.092, 3.292, 0.997)
H (6.309, 1.860, 2.880)
H (3.879, 1.570, 3.293)
C (-6.087, 5.336, 2.197)
C (-5.124, 4.284, 1.719)
C (-5.159, 2.993, 2.212)
C (-4.285, 1.998, 1.775)
C (-4.399, 0.657, 2.433)
C (-3.347, 2.320, 0.796)
Te (-1.904, 1.021, -0.115)
C (-3.287, 3.626, 0.274)
C (-2.285, 4.054, -0.767)
C (-4.174, 4.579, 0.750)
H (-6.691, 4.972, 3.026)
H (-6.762, 5.634, 1.393)
H (-5.557, 6.231, 2.527)
H (-5.889, 2.737, 2.972)
H (-5.421, 0.476, 2.763)
H (-3.755, 0.617, 3.313)
H (-4.117, -0.154, 1.768)
H (-1.259, 3.978, -0.388)
H (-2.449, 5.094, -1.043)
H (-2.352, 3.451, -1.674)
H (-4.122, 5.585, 0.348)

Mulliken charges, unit e, in atom order:
1 Sn 1.378
2 C -2.000
3 C 1.100
4 O -0.412
5 C 0.732
6 C -0.865
7 C -1.088
8 C -0.848
9 C -0.374
10 C 0.389
11 O -0.216
12 H 0.304
13 H 0.505
14 H 0.465
15 H 0.513
16 H 0.419
17 H 0.498
18 H 0.526
19 C -1.263
20 C -0.559
21 Ge 0.473
22 C -0.274
23 C -1.383
24 C -0.246
25 C -0.040
26 Ge 1.402
27 C -0.310
28 C -1.313
29 C -0.341
30 C -1.364
31 C 0.768
32 C -0.395
33 C -0.963
34 C -0.489
35 C -1.261
36 C 0.151
37 H 0.421
38 H 0.275
39 H 0.273
40 H 0.374
41 H 0.522
42 H 0.313
43 H 0.625
44 H 0.298
45 H 0.411
46 H 0.277
47 H -0.256
48 H 0.322
49 H 0.344
50 H 0.256
51 H 0.418
52 H 0.382
53 H 0.318
54 H 0.287
55 H 0.340
56 H 0.341
57 H 0.224
58 H 0.447
59 H 0.415
60 H 0.404
61 H 0.441
62 H 0.215
63 Se -0.188
64 C 0.327
65 N -0.563
66 Se 0.312
67 N -0.796
68 C 0.649
69 C -0.531
70 C -0.605
71 C -0.357
72 N -0.224
73 C 0.456
74 N -0.337
75 H 0.485
76 H 0.451
77 H 0.460
78 C -1.599
79 C 0.544
80 C -0.984
81 C 0.889
82 C -0.578
83 C 0.498
84 Te -0.376
85 C 0.792
86 C -1.609
87 C -1.109
88 H 0.366
89 H 0.339
90 H 0.365
91 H 0.348
92 H 0.546
93 H 0.319
94 H -0.844
95 H 0.029
96 H 0.471
97 H 0.363
98 H 0.382

Computed, not measured: a cluster of 3 separate species, C17H34BF3N5O4 in total, with ωB97M-V/def2-TZVPD.

## Properties
Molar mass: 440.30 g/mol
HOMO: -11.752 eV
F_max: 1.84 eV Å⁻¹
Kohn-Sham gap: 8.92 eV
Net charge: +1

Atoms and positions in Å:
C (-1.817, 1.305, 1.384)
C (-2.268, 0.699, 0.459)
C (-2.729, -0.012, -0.699)
C (-1.505, -0.480, -1.394)
N (-1.004, 0.106, -2.469)
C (0.155, -0.542, -2.833)
C (0.350, -1.515, -1.953)
C (1.476, -2.462, -1.850)
C (2.614, -1.831, -1.042)
O (3.448, -2.786, -0.460)
C (3.416, -0.807, -1.851)
F (4.705, -0.895, -1.630)
F (3.224, -0.938, -3.176)
F (3.024, 0.431, -1.540)
N (-0.703, -1.481, -1.044)
B (-0.840, -2.384, 0.197)
N (-1.946, -3.291, 0.383)
O (0.183, -2.262, 1.055)
H (-1.143, 1.716, 2.076)
H (-3.350, -0.838, -0.392)
H (-3.329, 0.602, -1.349)
H (-1.430, 0.916, -2.898)
H (0.775, -0.270, -3.651)
H (1.802, -2.725, -2.836)
H (1.169, -3.338, -1.308)
H (2.139, -1.264, -0.256)
H (3.180, -2.897, 0.452)
H (-2.788, -2.784, 0.626)
H (-2.152, -3.803, -0.469)
H (-0.019, -1.645, 1.821)
C (0.353, 3.756, -5.373)
C (-0.293, 4.600, -4.279)
C (0.687, 5.506, -3.526)
O (1.501, 4.834, -2.586)
C (2.649, 4.193, -3.114)
N (-1.022, 3.718, -3.358)
H (0.902, 2.907, -4.961)
H (-0.411, 3.356, -6.039)
H (1.043, 4.348, -5.974)
H (-1.023, 5.254, -4.764)
H (0.104, 6.221, -2.941)
H (1.302, 6.088, -4.222)
H (3.072, 4.754, -3.951)
H (2.432, 3.170, -3.433)
H (3.390, 4.144, -2.317)
H (-1.542, 4.285, -2.694)
H (-0.316, 3.260, -2.786)
C (0.423, -1.554, 5.196)
C (-1.060, -1.199, 5.156)
C (-1.914, -1.942, 6.187)
O (-2.185, -3.286, 5.860)
C (-1.164, -4.218, 6.178)
N (-1.568, -1.413, 3.792)
H (0.623, -2.523, 4.737)
H (1.003, -0.811, 4.647)
H (0.795, -1.577, 6.219)
H (-1.145, -0.133, 5.383)
H (-2.891, -1.454, 6.230)
H (-1.475, -1.867, 7.188)
H (-0.641, -3.939, 7.097)
H (-0.443, -4.321, 5.363)
H (-1.641, -5.184, 6.328)
H (-2.526, -1.076, 3.736)
H (-1.655, -2.422, 3.665)

natural (NBO) charges, unit e, in atom order:
1 C -0.132
2 C -0.075
3 C -0.526
4 C 0.485
5 N -0.460
6 C -0.057
7 C 0.168
8 C -0.464
9 C 0.022
10 O -0.680
11 C 0.952
12 F -0.287
13 F -0.335
14 F -0.326
15 N -0.563
16 B 1.277
17 N -1.133
18 O -0.949
19 H 0.248
20 H 0.261
21 H 0.274
22 H 0.463
23 H 0.261
24 H 0.262
25 H 0.239
26 H 0.197
27 H 0.489
28 H 0.403
29 H 0.401
30 H 0.562
31 C -0.615
32 C -0.084
33 C -0.076
34 O -0.549
35 C -0.249
36 N -0.852
37 H 0.191
38 H 0.221
39 H 0.218
40 H 0.199
41 H 0.189
42 H 0.175
43 H 0.176
44 H 0.156
45 H 0.197
46 H 0.362
47 H 0.348
48 C -0.619
49 C -0.081
50 C -0.075
51 O -0.546
52 C -0.251
53 N -0.870
54 H 0.203
55 H 0.211
56 H 0.221
57 H 0.193
58 H 0.188
59 H 0.175
60 H 0.174
61 H 0.161
62 H 0.200
63 H 0.363
64 H 0.368

Computed, not measured: a structure of composition C14H19Cl4NO2S2Sr, with ωB97M-V/def2-TZVPD.

## Properties
Molar mass: 526.88 g/mol
HOMO: -5.416 eV
F_max: 3.14 eV Å⁻¹
Kohn-Sham gap: 4.84 eV

Atoms and positions in Å:
Sr (0.710, -0.374, -0.241)
S (0.376, 0.829, -2.962)
S (-0.238, -2.831, 1.187)
C (-0.264, 2.422, -2.358)
C (-1.205, 0.075, -3.505)
C (-2.101, -0.519, -2.424)
N (-1.393, -1.483, -1.568)
C (-2.323, -2.195, -0.678)
C (-1.643, -3.310, 0.109)
H (-0.921, -0.704, -4.225)
H (-1.748, 0.865, -4.038)
H (-2.966, -1.004, -2.915)
H (-2.503, 0.270, -1.770)
H (-3.152, -2.638, -1.261)
H (-2.764, -1.451, 0.001)
H (-1.244, -4.069, -0.576)
H (-2.372, -3.787, 0.775)
C (-1.176, -1.956, 2.479)
H (-0.905, -2.166, -2.162)
H (-1.972, -1.320, 2.075)
H (-0.460, -1.335, 3.030)
H (-1.592, -2.717, 3.149)
H (0.467, 2.822, -1.647)
H (-1.240, 2.324, -1.869)
H (-0.333, 3.088, -3.226)
C (2.921, -1.651, -1.056)
C (2.037, -2.311, -1.833)
H (3.217, -2.008, -0.057)
H (3.454, -0.751, -1.396)
H (1.575, -3.259, -1.520)
H (1.832, -2.009, -2.871)
Cl (3.507, 4.281, 4.538)
C (2.408, 3.426, 3.549)
C (1.015, 3.734, 3.606)
Cl (0.464, 4.962, 4.657)
C (0.095, 3.042, 2.817)
Cl (-1.576, 3.379, 2.867)
C (0.523, 2.008, 1.930)
O (-0.298, 1.343, 1.216)
C (1.985, 1.703, 1.848)
O (2.392, 0.808, 1.038)
C (2.880, 2.431, 2.691)
Cl (4.531, 2.034, 2.597)

natural (NBO) charges, unit e, in atom order:
1 Sr 1.745
2 S 0.135
3 S 0.139
4 C -0.743
5 C -0.528
6 C -0.240
7 N -0.690
8 C -0.240
9 C -0.528
10 H 0.225
11 H 0.242
12 H 0.190
13 H 0.212
14 H 0.190
15 H 0.211
16 H 0.224
17 H 0.240
18 C -0.742
19 H 0.361
20 H 0.234
21 H 0.264
22 H 0.227
23 H 0.262
24 H 0.236
25 H 0.229
26 C -0.422
27 C -0.457
28 H 0.237
29 H 0.238
30 H 0.209
31 H 0.212
32 Cl 0.015
33 C -0.124
34 C -0.129
35 Cl 0.013
36 C -0.173
37 Cl -0.002
38 C 0.254
39 O -0.927
40 C 0.345
41 O -0.948
42 C -0.206
43 Cl 0.007

Computed, not measured: a cluster of 2 separate species, C11H15ClN5O2 in total, with ωB97M-V/def2-TZVPD.

## Properties
Molar mass: 284.73 g/mol
HOMO: -12.568 eV
F_max: 3.11 eV Å⁻¹
Kohn-Sham gap: 9.06 eV
Net charge: +1

Atoms and positions in Å:
C (2.709, -2.405, 0.590)
C (1.234, -2.342, 1.019)
Cl (1.018, -1.614, 2.671)
C (0.352, -1.506, 0.040)
C (-1.050, -2.059, 0.095)
N (-1.244, -3.303, -0.386)
C (-2.572, -3.493, -0.162)
N (-3.132, -4.682, -0.503)
N (-3.119, -2.434, 0.421)
N (-2.145, -1.521, 0.577)
H (3.194, -3.241, 1.124)
H (2.813, -2.639, -0.483)
H (3.272, -1.497, 0.859)
H (0.853, -3.372, 1.074)
H (0.309, -0.459, 0.345)
H (0.733, -1.556, -0.992)
H (-3.428, -5.396, 0.144)
H (-3.193, -4.898, -1.488)
H (-4.091, -2.367, 0.702)
H (-2.222, -0.591, 0.987)
C (1.665, 5.288, -0.642)
C (1.608, 4.402, -1.711)
C (0.903, 3.216, -1.591)
C (0.258, 2.932, -0.396)
C (0.313, 3.805, 0.680)
C (1.022, 4.988, 0.553)
N (-0.507, 1.694, -0.274)
O (-0.528, 0.930, -1.222)
O (-1.096, 1.478, 0.780)
H (2.212, 6.217, -0.741)
H (2.111, 4.639, -2.639)
H (0.862, 2.531, -2.426)
H (-0.187, 3.579, 1.611)
H (1.072, 5.679, 1.384)

natural (NBO) charges, unit e, in atom order:
1 C -0.634
2 C -0.160
3 Cl -0.070
4 C -0.473
5 C 0.466
6 N -0.440
7 C 0.562
8 N -0.864
9 N -0.327
10 N -0.319
11 H 0.236
12 H 0.227
13 H 0.232
14 H 0.228
15 H 0.246
16 H 0.269
17 H 0.431
18 H 0.429
19 H 0.460
20 H 0.481
21 C -0.151
22 C -0.204
23 C -0.199
24 C 0.066
25 C -0.197
26 C -0.203
27 N 0.524
28 O -0.386
29 O -0.429
30 H 0.232
31 H 0.234
32 H 0.249
33 H 0.250
34 H 0.235

Computed, not measured: a cluster of 2 separate species, C3H9OS in total, with ωB97M-V/def2-TZVPD.

## Properties
Molar mass: 93.17 g/mol
HOMO (alpha / beta): 3.974 / 0.274 eV
F_max: 2.56 eV Å⁻¹
Kohn-Sham gap (alpha / beta): 2.43 / 6.05 eV
Net charge: -2
⟨S²⟩: 0.753
Spin multiplicity: 2

Atoms and positions in Å:
C (3.079, 0.937, 0.087)
O (2.145, 0.256, -0.714)
H (4.004, 1.142, -0.363)
H (2.814, 2.011, 0.151)
H (3.216, 0.376, 1.000)
C (-2.498, -1.267, -0.222)
C (-1.752, 0.101, 0.167)
S (-0.203, -0.201, 1.008)
H (-2.338, -2.115, 0.532)
H (-2.085, -1.629, -1.176)
H (-3.558, -1.009, -0.197)
H (-1.747, 0.576, -0.845)
H (-2.279, 0.782, 0.894)
H (1.201, 0.040, -0.321)

natural (NBO) charges, unit e, in atom order:
1 C -0.325
2 O -0.883
3 H 0.128
4 H 0.131
5 H 0.167
6 C -0.668
7 C -0.612
8 S -1.247
9 H 0.204
10 H 0.175
11 H 0.164
12 H 0.127
13 H 0.168
14 H 0.470

Computed, not measured: a cluster of 3 separate species, C17H25F8N2O8S in total, with ωB97M-V/def2-TZVPD.

## Properties
Molar mass: 569.44 g/mol
HOMO: -12.370 eV
F_max: 1.49 eV Å⁻¹
Kohn-Sham gap: 8.49 eV
Net charge: +1

Atoms and positions in Å:
C (-3.639, 4.950, 3.026)
C (-2.688, 3.774, 3.068)
F (-3.023, 2.890, 2.056)
C (-1.197, 4.115, 2.901)
C (-1.028, 5.198, 1.833)
N (0.295, 5.171, 1.102)
C (0.868, 3.808, 0.853)
C (-0.131, 2.739, 1.233)
S (0.679, 1.134, 1.030)
O (0.096, 0.222, 1.962)
O (2.097, 1.325, 1.045)
C (0.281, 0.645, -0.723)
F (0.414, 1.796, -1.439)
F (1.220, -0.227, -1.111)
C (-1.164, 0.113, -0.946)
F (-1.949, 0.681, 0.005)
F (-1.602, 0.515, -2.158)
C (-1.326, -1.422, -0.839)
F (-0.584, -2.046, -1.764)
F (-0.964, -1.835, 0.391)
F (-2.627, -1.700, -1.051)
N (-0.434, 2.900, 2.624)
H (-4.007, 5.063, 2.012)
H (-3.174, 5.886, 3.308)
H (-4.500, 4.787, 3.656)
H (-2.788, 3.240, 4.006)
H (-0.878, 4.504, 3.862)
H (-1.080, 6.155, 2.330)
H (-1.817, 5.198, 1.095)
H (0.962, 5.770, 1.578)
H (0.144, 5.608, 0.196)
H (1.724, 3.688, 1.502)
H (1.213, 3.685, -0.164)
H (-1.038, 2.778, 0.624)
H (-0.881, 2.083, 3.014)
C (1.272, -5.134, 2.228)
C (-0.014, -5.893, 2.019)
C (-1.084, -5.165, 1.240)
O (-2.284, -5.762, 1.744)
C (-2.028, -6.192, 3.008)
O (-2.848, -6.566, 3.772)
O (-0.697, -6.118, 3.266)
H (1.075, -4.117, 2.570)
H (1.883, -5.622, 2.987)
H (1.841, -5.089, 1.300)
H (0.190, -6.871, 1.574)
H (-1.013, -5.305, 0.163)
H (-1.111, -4.098, 1.470)
C (2.222, -0.529, -4.083)
C (2.483, -1.334, -5.331)
C (2.743, -2.809, -5.120)
O (3.560, -3.130, -6.250)
C (4.218, -2.001, -6.622)
O (5.100, -1.956, -7.404)
O (3.710, -0.927, -5.956)
H (2.959, -0.753, -3.310)
H (2.288, 0.537, -4.301)
H (1.228, -0.747, -3.693)
H (1.677, -1.185, -6.056)
H (1.842, -3.417, -5.118)
H (3.318, -3.003, -4.211)

natural (NBO) charges, unit e, in atom order:
1 C -0.664
2 C 0.202
3 F -0.366
4 C -0.094
5 C -0.246
6 N -0.489
7 C -0.254
8 C -0.319
9 S 2.119
10 O -0.879
11 O -0.887
12 C 0.413
13 F -0.317
14 F -0.275
15 C 0.545
16 F -0.304
17 F -0.280
18 C 0.930
19 F -0.294
20 F -0.295
21 F -0.286
22 N -0.630
23 H 0.234
24 H 0.215
25 H 0.254
26 H 0.189
27 H 0.224
28 H 0.248
29 H 0.239
30 H 0.446
31 H 0.444
32 H 0.264
33 H 0.256
34 H 0.239
35 H 0.421
36 C -0.626
37 C 0.063
38 C -0.094
39 O -0.494
40 C 0.966
41 O -0.555
42 O -0.495
43 H 0.211
44 H 0.239
45 H 0.220
46 H 0.187
47 H 0.201
48 H 0.177
49 C -0.625
50 C 0.062
51 C -0.093
52 O -0.488
53 C 0.966
54 O -0.549
55 O -0.500
56 H 0.216
57 H 0.229
58 H 0.210
59 H 0.184
60 H 0.205
61 H 0.181